# C80H75N15O10

A 15-piece molecular cluster, C80H75N15O10 overall (the ωB97M-V functional and the def2-TZVPD basis, the OMol25 dataset).

Output
Electronic energy ... -126981.2674 eV
Energy relative to the best compared isomer or geometry (same formula, charge and spin) ... 98.6 kcal/mol
F_max ... 5.092 eV/Å
Total charge ... 0
Kohn-Sham gap ... 8.31 eV
HOMO energy ... -9.298 eV

CARTESIAN COORDINATES (ANGSTROEM)
1 C 0.529 7.606 2.643
2 C 0.221 7.294 3.952
3 C -0.632 6.201 4.150
4 C -1.008 5.413 3.107
5 C -0.617 5.665 1.803
6 C 0.165 6.819 1.538
7 N -1.904 4.257 3.356
8 O -2.576 4.182 4.364
9 O -2.022 3.531 2.328
10 H 1.110 8.505 2.500
11 H 0.596 7.957 4.716
12 H -0.696 5.774 5.140
13 H -0.974 5.087 0.964
14 H 0.568 6.870 0.538
15 C -0.267 1.295 1.134
16 C 0.463 0.262 1.679
17 C 0.208 -1.047 1.308
18 C -0.521 -1.255 0.134
19 C -1.265 -0.205 -0.348
20 C -1.149 1.071 0.102
21 N -0.362 -2.411 -0.780
22 O 0.067 -3.431 -0.196
23 O -0.580 -2.297 -1.985
24 H -0.052 2.313 1.424
25 H 1.219 0.511 2.409
26 H 0.698 -1.950 1.641
27 H -1.579 -0.242 -1.381
28 H -1.621 1.825 -0.510
29 C 0.442 2.196 -4.307
30 C 0.949 1.245 -3.527
31 C 2.036 1.473 -2.734
32 C 2.526 2.802 -2.604
33 C 1.872 3.813 -3.238
34 C 0.879 3.486 -4.205
35 N 3.682 2.997 -1.703
36 O 3.921 4.071 -1.308
37 O 4.527 2.040 -1.455
38 H -0.367 2.002 -4.995
39 H 0.562 0.237 -3.557
40 H 2.478 0.576 -2.324
41 H 2.179 4.839 -3.100
42 H 0.529 4.259 -4.873
43 C 3.039 -2.089 -3.289
44 C 2.210 -1.891 -4.439
45 C 2.832 -1.352 -5.552
46 C 4.187 -0.862 -5.528
47 C 4.982 -1.122 -4.431
48 C 4.439 -1.720 -3.220
49 N 4.796 -0.135 -6.692
50 O 4.061 0.346 -7.542
51 O 5.951 -0.257 -6.828
52 H 2.531 -2.551 -2.456
53 H 1.207 -2.268 -4.572
54 H 2.240 -1.340 -6.455
55 H 5.977 -0.705 -4.411
56 H 5.111 -1.780 -2.377
57 C -7.069 -4.556 -2.662
58 C -5.905 -4.752 -3.373
59 C -4.611 -4.809 -2.766
60 C -4.555 -4.645 -1.331
61 C -5.732 -4.528 -0.646
62 C -6.992 -4.441 -1.315
63 N -3.381 -4.721 -0.531
64 O -3.297 -3.789 0.259
65 O -2.594 -5.680 -0.707
66 H -8.031 -4.605 -3.150
67 H -5.998 -4.730 -4.448
68 H -3.784 -5.036 -3.421
69 H -5.648 -4.356 0.417
70 H -7.855 -4.402 -0.666
71 N -1.813 -0.525 4.002
72 C -1.948 -1.869 3.792
73 C -2.837 -2.471 2.903
74 C -3.783 -1.593 2.216
75 C -3.605 -0.194 2.357
76 C -2.588 0.221 3.228
77 H -1.278 -2.473 4.386
78 H -2.823 -3.537 2.733
79 H -4.536 -2.019 1.570
80 H -4.208 0.603 1.948
81 H -2.440 1.279 3.390
82 N 4.875 -4.365 0.278
83 C 3.633 -4.887 0.375
84 C 3.043 -5.662 -0.579
85 C 3.663 -5.723 -1.803
86 C 4.991 -5.241 -1.918
87 C 5.607 -4.613 -0.855
88 H 3.073 -4.643 1.266
89 H 2.015 -5.986 -0.511
90 H 3.193 -6.240 -2.627
91 H 5.414 -5.423 -2.895
92 H 6.637 -4.290 -0.884
93 N -4.750 0.971 -3.447
94 C -3.666 0.881 -4.176
95 C -2.878 -0.198 -4.283
96 C -3.259 -1.339 -3.532
97 C -4.275 -1.188 -2.578
98 C -5.032 -0.011 -2.545
99 H -3.396 1.786 -4.701
100 H -2.049 -0.250 -4.973
101 H -2.642 -2.221 -3.444
102 H -4.301 -1.994 -1.860
103 H -5.589 0.166 -1.637
104 N 0.799 -4.648 -4.030
105 C 0.639 -5.598 -3.002
106 C -0.184 -6.715 -3.236
107 C -0.638 -7.008 -4.454
108 C -0.272 -6.192 -5.520
109 C 0.332 -5.001 -5.280
110 H 0.752 -5.229 -1.993
111 H -0.479 -7.201 -2.318
112 H -1.089 -7.963 -4.678
113 H -0.471 -6.510 -6.533
114 H 0.692 -4.326 -6.042
115 N -6.504 4.860 1.734
116 C -7.512 3.921 1.547
117 C -7.236 2.647 1.055
118 C -5.951 2.293 0.724
119 C -4.985 3.276 0.741
120 C -5.286 4.503 1.284
121 H -8.527 4.289 1.566
122 H -7.990 1.874 1.080
123 H -5.679 1.342 0.289
124 H -3.977 3.039 0.434
125 H -4.616 5.339 1.418
126 N 0.582 3.764 6.175
127 C 0.540 2.451 5.750
128 C 1.697 1.670 5.557
129 C 2.981 2.232 5.655
130 C 3.069 3.549 6.051
131 C 1.882 4.251 6.284
132 H -0.433 2.040 5.526
133 H 1.532 0.798 4.941
134 H 3.860 1.659 5.401
135 H 3.954 4.148 6.209
136 H 1.988 5.123 6.911
137 N -4.213 5.858 -1.636
138 C -3.481 5.270 -2.616
139 C -2.160 5.617 -2.867
140 C -1.570 6.458 -1.929
141 C -2.293 7.127 -0.931
142 C -3.613 6.752 -0.783
143 H -4.020 4.556 -3.221
144 H -1.600 5.052 -3.598
145 H -0.515 6.671 -2.004
146 H -1.928 7.850 -0.217
147 H -4.204 7.205 -0.002
148 N 3.404 -1.712 3.296
149 C 4.326 -1.372 4.219
150 C 5.569 -0.780 3.930
151 C 5.998 -0.578 2.563
152 C 5.081 -1.059 1.566
153 C 3.905 -1.655 2.003
154 H 4.004 -1.525 5.238
155 H 6.286 -0.524 4.695
156 H 6.978 -0.205 2.304
157 H 5.330 -1.027 0.516
158 H 3.291 -2.019 1.193
159 N 2.131 -5.619 4.647
160 C 1.788 -6.917 4.254
161 C 0.948 -7.126 3.220
162 C 0.268 -6.029 2.651
163 C 0.529 -4.743 3.107
164 C 1.550 -4.563 4.048
165 H 2.356 -7.654 4.803
166 H 0.617 -8.131 3.003
167 H -0.422 -6.167 1.831
168 H 0.052 -3.851 2.731
169 H 1.772 -3.550 4.350
170 N 5.636 3.712 2.473
171 C 4.598 2.815 2.657
172 C 3.328 3.212 2.465
173 C 3.016 4.504 2.135
174 C 4.087 5.400 1.950
175 C 5.447 4.966 2.092
176 H 4.812 1.826 3.034
177 H 2.513 2.526 2.644
178 H 1.985 4.825 2.150
179 H 3.882 6.456 1.856
180 H 6.275 5.659 2.069